{
  "formula": "C19H22ClNO3S",
  "method": "ωB97M-V/def2-TZVPD",
  "elements": ["O", "C", "N", "H", "C", "C", "C", "C", "C", "C", "H", "H", "H", "H", "H", "H", "H", "H", "H", "H", "H", "C", "C", "C", "C", "C", "H", "H", "S", "O", "C", "C", "C", "C", "C", "C", "C", "Cl", "H", "H", "H", "H", "H", "H", "O", "H", "H"],
  "coordinates": [[-1.476275, -2.733638, -0.471880], [-1.188745, -1.637155, -0.026213], [-0.348342, -1.433462, 1.008486], [-0.158510, -0.488996, 1.302612], [0.302924, -2.508950, 1.722143], [1.820622, -2.304413, 1.751715], [2.224155, -1.136712, 2.649232], [1.675321, -1.325689, 4.059529], [0.156500, -1.463658, 4.025608], [-0.252595, -2.641630, 3.145327], [0.131353, -3.566634, 3.579577], [-1.340463, -2.718501, 3.097910], [-0.225638, -1.616322, 5.037026], [-0.286619, -0.541151, 3.643572], [1.959392, -0.477500, 4.685559], [2.109488, -2.226754, 4.498964], [3.313338, -1.065795, 2.679940], [1.850174, -0.197628, 2.235396], [2.282423, -3.220431, 2.124963], [2.182580, -2.135634, 0.735829], [0.062166, -3.415973, 1.155900], [-1.726877, -0.392626, -0.605120], [-2.572970, -0.210172, -1.665354], [-2.699912, 1.184522, -1.837492], [-1.926721, 1.763617, -0.870388], [-1.605859, 3.168165, -0.554064], [-2.121815, 3.518054, 0.342315], [-1.831256, 3.835622, -1.381730], [0.207130, 3.283561, -0.087206], [0.403287, 4.671639, 0.315613], [0.889862, 3.221490, -1.828928], [0.598159, 1.944410, -2.523010], [-0.146367, 1.913254, -3.697783], [-0.419371, 0.720133, -4.341075], [0.045423, -0.473204, -3.816180], [0.789620, -0.471032, -2.649597], [1.061651, 0.729671, -2.018780], [1.998838, 0.722830, -0.563947], [1.150285, -1.395445, -2.227370], [-0.171302, -1.408690, -4.306469], [-0.997701, 0.722854, -5.251976], [-0.510670, 2.842779, -4.110137], [0.488933, 4.085539, -2.354491], [1.961780, 3.359810, -1.676642], [-1.340177, 0.812835, -0.113506], [-3.283665, 1.692349, -2.577183], [-3.033552, -0.985340, -2.240696]],
  "forces_ev_per_angstrom": [[-0.163, -0.083, -0.211], [0.154, 0.264, 0.190], [0.184, 0.216, 0.282], [-0.076, 0.044, -0.141], [0.054, -0.542, 0.028], [-0.110, 0.162, -0.106], [0.126, -0.301, 0.124], [-0.111, 0.299, -0.082], [0.141, -0.302, 0.120], [-0.093, 0.166, -0.127], [0.003, -0.075, 0.041], [-0.002, -0.091, -0.016], [-0.073, 0.093, -0.020], [-0.068, 0.096, 0.030], [0.050, -0.048, 0.063], [0.052, -0.040, 0.067], [0.000, 0.103, -0.060], [0.017, 0.120, -0.030], [0.041, -0.058, 0.014], [0.007, -0.088, -0.034], [0.072, 0.169, 0.120], [-0.826, -0.248, -0.890], [0.461, -0.275, 0.743], [0.287, 0.353, 0.580], [-0.735, -0.034, -0.667], [0.730, -0.276, 0.361], [0.091, 0.062, 0.028], [0.058, 0.049, -0.054], [-0.788, -0.350, -1.133], [0.289, 1.296, 0.537], [-0.156, -0.039, 0.698], [0.045, -0.279, -0.214], [0.176, -0.043, -0.009], [0.029, 0.024, -0.074], [0.069, 0.042, -0.009], [0.040, -0.008, -0.052], [-0.119, 0.010, -0.253], [0.377, -0.276, 0.056], [0.049, -0.090, 0.084], [-0.031, -0.114, -0.047], [-0.063, -0.003, -0.097], [-0.045, 0.118, -0.025], [-0.070, 0.064, 0.073], [-0.018, 0.051, 0.064], [0.061, -0.080, 0.307], [-0.074, 0.189, -0.164], [-0.044, -0.247, -0.096]],
  "total_charge": 0,
  "homo_energy_ev": -8.498,
  "relative_energy_kcal_mol": 4.6
}